Record 1
The following is a quantum chemistry calculation of C26H23FN6O4S as an isolated structure, from the OMol25 dataset.

Computed properties:
LUMO level = -0.252 eV
highest occupied orbital energy = -8.354 eV
HOMO-LUMO gap = 8.1 eV

Last column: natural (NBO) charge in e.
Geometry (Å):
N  3.368  -1.829  4.695  -0.795
C  2.889  -0.701  4.143  0.656
O  3.334  0.413  4.378  -0.639
C  1.760  -0.915  3.213  0.010
N  1.319  -2.119  2.928  -0.568
S  0.164  -2.105  1.803  0.709
C  0.174  -0.373  1.612  -0.451
C  1.143  0.149  2.482  0.227
N  1.451  1.437  2.658  -0.780
H  1.080  2.102  1.997  0.431
H  2.233  1.633  3.270  0.435
C  -0.459  0.428  0.587  0.679
O  -0.072  1.593  0.426  -0.688
N  -1.417  -0.115  -0.216  -0.439
C  -1.792  0.594  -1.444  -0.167
C  -2.332  1.987  -1.213  0.013
C  -2.283  2.925  -2.236  -0.198
C  -2.810  4.190  -2.061  -0.296
C  -3.401  4.540  -0.853  0.313
C  -3.465  3.600  0.171  -0.268
C  -2.941  2.338  -0.015  -0.185
H  -3.002  1.623  0.793  0.208
H  -3.930  3.879  1.103  0.226
O  -3.929  5.772  -0.632  -0.663
H  -3.819  6.322  -1.418  0.480
H  -2.763  4.911  -2.866  0.208
H  -1.832  2.664  -3.182  0.220
C  -0.571  0.528  -2.389  0.694
O  -0.498  -0.335  -3.245  -0.649
N  0.384  1.443  -2.162  -0.622
H  0.275  1.998  -1.315  0.440
C  1.752  1.204  -2.590  -0.244
C  2.456  0.406  -1.518  -0.047
C  2.288  -0.973  -1.465  -0.196
C  2.848  -1.717  -0.443  -0.305
C  3.584  -1.060  0.527  0.455
C  3.756  0.312  0.510  -0.303
C  3.181  1.040  -0.516  -0.184
H  3.301  2.113  -0.538  0.214
H  4.325  0.789  1.293  0.237
F  4.151  -1.781  1.519  -0.342
H  2.723  -2.787  -0.391  0.234
H  1.714  -1.468  -2.233  0.230
H  1.713  0.644  -3.527  0.235
H  2.240  2.167  -2.752  0.207
H  -2.570  -0.011  -1.927  0.240
C  -2.273  -1.199  0.224  -0.237
C  -1.904  -2.587  -0.244  -0.096
C  -1.159  -2.844  -1.386  -0.186
C  -0.887  -4.160  -1.728  -0.246
C  -1.382  -5.171  -0.921  0.030
N  -2.110  -4.938  0.159  -0.413
C  -2.358  -3.686  0.484  0.046
H  -2.953  -3.546  1.379  0.187
H  -1.198  -6.214  -1.144  0.194
H  -0.309  -4.389  -2.609  0.222
H  -0.803  -2.042  -2.013  0.253
H  -3.291  -0.979  -0.123  0.227
H  -2.305  -1.198  1.319  0.225
H  4.195  -1.787  5.266  0.407
H  3.017  -2.715  4.375  0.418


Record 2
The following is a quantum chemistry calculation of C26H23MnN3O2 as an isolated structure, from the OMol25 dataset.

Computed properties:
multiplicity = 5
net charge = +1
expectation value of S² = 6.066
LUMO level (alpha / beta) = -5.564 / -4.739 eV
highest occupied orbital energy (alpha / beta) = -11.507 / -11.486 eV
relative energy (zero: lowest compared OMol25 entry of this formula, charge and spin) = 22.5 kcal/mol
HOMO-LUMO gap (alpha / beta) = 5.9 / 6.7 eV

Last column: natural (NBO) charge in e.
Geometry (Å):
Mn  0.297  -1.156  -0.945  1.705
C  -0.571  -4.583  -2.286  -0.644
C  -1.345  -3.353  -1.900  -0.002
C  -1.214  -2.167  -2.638  -0.272
C  -1.931  -1.014  -2.290  -0.061
C  -1.858  0.221  -3.151  -0.641
C  -2.792  -1.067  -1.198  -0.218
C  -2.986  -2.242  -0.483  0.048
C  -3.979  -2.292  0.648  -0.646
C  -2.239  -3.365  -0.833  -0.235
H  -1.253  -5.397  -2.536  0.247
H  0.059  -4.926  -1.463  0.233
H  0.064  -4.401  -3.152  0.227
H  -0.595  -2.156  -3.527  0.254
H  -2.707  0.228  -3.836  0.250
H  -0.953  0.242  -3.758  0.228
H  -1.906  1.134  -2.558  0.231
H  -3.339  -0.173  -0.916  0.232
H  -4.987  -2.434  0.253  0.248
H  -3.979  -1.364  1.220  0.232
H  -3.774  -3.120  1.327  0.225
H  -2.364  -4.283  -0.265  0.231
N  3.002  6.342  5.428  -0.254
C  2.670  5.510  4.708  0.253
C  2.250  4.467  3.796  -0.143
C  0.897  4.286  3.532  -0.153
C  0.494  3.285  2.664  -0.189
C  1.444  2.474  2.053  -0.101
C  2.798  2.660  2.315  -0.141
C  3.203  3.653  3.191  -0.170
C  1.011  1.399  1.117  0.256
C  1.331  1.537  -0.221  -0.031
C  1.996  2.608  -0.853  -0.126
C  2.076  2.325  -2.201  -0.297
C  1.449  1.089  -2.387  0.060
N  0.987  0.618  -1.214  -0.580
C  0.320  0.304  1.650  -0.022
C  0.022  0.053  2.994  -0.141
C  -0.629  -1.174  3.059  -0.298
C  -0.729  -1.633  1.754  0.029
N  -0.167  -0.756  0.885  -0.647
H  0.166  4.928  4.006  0.243
H  -0.559  3.140  2.455  0.231
H  3.534  2.025  1.838  0.224
H  4.252  3.801  3.408  0.243
H  2.358  3.489  -0.345  0.247
H  2.517  2.928  -2.979  0.251
H  1.341  0.522  -3.301  0.250
H  0.280  0.702  3.817  0.246
H  -0.990  -1.683  3.939  0.248
H  -1.164  -2.557  1.411  0.220
O  1.667  -1.589  -4.087  -0.580
C  2.073  -2.165  -3.120  0.665
O  1.539  -2.054  -1.894  -0.810
H  2.913  -2.865  -3.134  0.143